No. 1
{
  "formula": "H3NP2S",
  "method": "wB97M-V/def2-TZVPD",
  "charge": 0,
  "de_lowest_kj_mol": 122.0,
  "smiles": "N=[P@H]1PS1",
  "homo_energy_ev": -8.88,
  "homo_lumo_gap_ev": 8.985,
  "multiplicity": 1,
  "species": ["N", "P", "P", "S", "H", "H", "H"],
  "xyz": [[1.089989, -1.000687, -1.021961], [0.064735, -0.390668, -0.041662], [-1.489117, 1.098846, -0.418680], [-1.929168, -0.999326, -0.086043], [0.596706, -1.065404, -1.932359], [0.608402, -0.152689, 1.236702], [-1.374580, 1.700449, 0.797974]],
  "forces_ev_per_angstrom": [[-0.1, 0.0, -0.7], [-0.6, 0.5, -0.2], [0.5, -0.3, -1.8], [0.0, 0.1, 0.9], [0.7, -0.2, 0.4], [-0.2, -0.3, -0.2], [-0.2, 0.2, 1.6]]
}



No. 2
{
  "formula": "FN2O2",
  "method": "wB97M-V/def2-TZVPD",
  "charge": -1,
  "de_lowest_kj_mol": 245.1,
  "homo_energy_ev": [-5.55, -4.19],
  "homo_lumo_gap_ev": [8.404, 6.384],
  "multiplicity": 1,
  "species": ["N", "N", "O", "O", "F"],
  "xyz": [[0.084711, -0.534005, -0.480857], [0.399299, 0.508727, 0.074004], [-0.162589, 1.379298, 0.649028], [1.685143, 0.499055, -0.437706], [-2.006564, -1.853074, 0.195531]],
  "forces_ev_per_angstrom": [[-0.1, -1.6, 0.0], [1.4, -0.2, -2.1], [-0.2, 1.1, 1.3], [-1.7, 0.0, 0.9], [0.7, 0.7, -0.2]]
}



No. 3
{
  "formula": "C23H44IrNP3S",
  "method": "wB97M-V/def2-TZVPD",
  "charge": 4,
  "de_lowest_kj_mol": 18.5,
  "homo_energy_ev": [-18.39, -20.49],
  "homo_lumo_gap_ev": [6.944, 6.174],
  "multiplicity": 6,
  "species": ["Ir", "P", "P", "P", "H", "C", "C", "H", "C", "C", "C", "C", "C", "C", "C", "C", "C", "H", "H", "H", "H", "H", "H", "H", "H", "H", "H", "H", "H", "H", "H", "H", "H", "H", "H", "H", "H", "H", "H", "H", "H", "H", "H", "H", "H", "H", "C", "C", "C", "C", "C", "C", "S", "H", "H", "H", "H", "H", "H", "N", "C", "C", "C", "C", "C", "C", "H", "H", "H", "H", "H", "H", "H"],
  "xyz": [[0.378067, -0.197478, -0.046109], [1.150803, -1.095292, 1.857733], [1.143524, 2.151181, 0.724725], [-1.088045, -2.108109, -0.302822], [0.828145, 1.645588, -2.073161], [0.049972, 0.878732, -2.050142], [-1.118652, 1.132809, -1.296112], [-1.234079, 2.111307, -0.816533], [2.858039, -1.666211, 1.546543], [1.327296, -0.036389, 3.360057], [0.375911, -2.512672, 2.733278], [0.841061, 3.586390, -0.376973], [0.448739, 2.915441, 2.254798], [2.987721, 2.199041, 0.941031], [-2.058506, -2.042821, -1.865340], [-2.416515, -2.536115, 0.898989], [-0.159422, -3.725302, -0.395479], [-0.034750, 0.250474, -2.940822], [-2.044657, 0.589013, -1.531471], [3.247593, -2.161762, 2.441836], [3.507800, -0.818698, 1.313412], [2.881678, -2.364705, 0.705160], [1.771542, -0.619379, 4.178701], [0.336256, 0.293508, 3.700375], [1.971121, 0.832784, 3.186020], [1.053885, -2.855062, 3.528025], [0.179142, -3.359181, 2.067964], [-0.558829, -2.210361, 3.221201], [1.582845, 4.355090, -0.126872], [-0.165168, 3.983262, -0.196755], [0.941854, 3.324211, -1.434027], [1.148896, 3.679710, 2.624878], [0.262380, 2.190730, 3.051860], [-0.502314, 3.406049, 2.016215], [3.324874, 3.238370, 0.844501], [3.481118, 1.614810, 0.153577], [3.289982, 1.781442, 1.910584], [-2.070176, -3.034963, -2.339278], [-1.649903, -1.325970, -2.579087], [-3.092033, -1.735408, -1.634921], [-2.697201, -3.594702, 0.778943], [-3.313605, -1.932410, 0.733595], [-2.110766, -2.402032, 1.941299], [-0.141165, -4.085978, -1.432076], [-0.639125, -4.487112, 0.235828], [0.877641, -3.638697, -0.048382], [1.786482, -2.062439, -4.101359], [2.808478, -3.003169, -4.404904], [3.097209, -3.323346, -5.717230], [2.418252, -2.673550, -6.759640], [1.467969, -1.666033, -6.481891], [1.148626, -1.354547, -5.166187], [1.265515, -1.925278, -2.506190], [1.890415, 0.396332, 0.122175], [3.311127, -3.503078, -3.569696], [3.847311, -4.089266, -5.903819], [2.612114, -2.958018, -7.783292], [0.982067, -1.121791, -7.293914], [0.401489, -0.605278, -4.914740], [-2.803827, 0.660189, 1.603964], [-2.999506, 1.886116, 2.145760], [-3.195768, 3.004157, 1.307212], [-3.223943, 4.284568, 1.851043], [-3.109019, 4.473087, 3.240683], [-2.967144, 3.361342, 4.084740], [-2.927193, 2.065191, 3.552533], [-2.745104, 0.535671, 0.606712], [-2.614834, -0.148812, 2.177599], [-3.311612, 2.839512, 0.238473], [-3.356434, 5.129585, 1.181251], [-3.156304, 5.488928, 3.654110], [-2.926488, 3.502367, 5.168911], [-2.852855, 1.194425, 4.202927]],
  "forces_ev_per_angstrom": [[-2.3, 2.1, 0.6], [1.9, -1.5, 2.4], [0.5, 1.4, 0.7], [-0.3, -1.0, -0.5], [-0.3, -0.6, -0.3], [-0.8, 0.6, 0.0], [0.9, -0.4, -0.8], [0.1, -0.5, 0.0], [-0.1, -0.1, 0.3], [-0.1, 0.3, -0.3], [-0.3, -0.2, -0.4], [-0.1, -0.4, -0.5], [-0.2, -0.4, 0.3], [-0.3, -0.1, -0.1], [-0.1, 0.0, 0.1], [0.0, 0.3, 0.4], [0.2, 0.1, 0.1], [0.1, 0.1, 0.4], [0.5, 0.2, 0.1], [0.0, 0.0, -0.1], [-0.1, -0.1, 0.0], [0.0, 0.1, 0.1], [-0.1, -0.1, -0.4], [0.3, -0.1, -0.1], [-0.2, -0.2, 0.1], [0.0, 0.2, -0.3], [0.0, 0.2, 0.3], [0.2, 0.0, -0.1], [-0.2, -0.2, 0.0], [0.2, -0.1, -0.1], [0.1, 0.4, 0.2], [-0.1, -0.2, -0.2], [0.1, 0.3, -0.2], [0.2, -0.1, -0.1], [-0.1, -0.2, 0.3], [-0.1, 0.2, 0.1], [-0.1, 0.2, -0.3], [-0.1, 0.3, 0.2], [0.0, -0.1, 0.0], [0.3, -0.2, -0.1], [0.1, 0.4, -0.1], [0.1, -0.1, -0.1], [0.0, -0.1, -0.3], [-0.1, 0.1, 0.3], [0.0, 0.3, -0.3], [-0.2, 0.1, -0.1], [-0.1, -0.1, -0.6], [0.5, -0.8, -0.1], [0.2, -0.1, 1.1], [-0.1, 0.0, 0.0], [-0.5, 0.7, 1.0], [0.0, -0.1, -0.8], [0.7, 0.0, -0.5], [0.2, -0.8, -0.9], [-0.1, 0.1, -0.5], [-0.1, 0.2, -0.2], [0.1, 0.0, -0.1], [0.1, -0.2, 0.2], [0.1, -0.1, -0.3], [-0.1, 0.9, 0.6], [0.3, -1.0, -0.1], [0.0, 1.5, -0.1], [-0.1, -1.0, -1.1], [0.0, 0.4, 0.1], [-0.1, -1.5, 0.2], [0.0, 1.2, 1.1], [-0.2, 0.1, 0.0], [-0.2, 0.1, 0.1], [-0.1, 0.2, 0.1], [0.0, 0.0, 0.2], [0.0, -0.5, -0.1], [0.0, -0.1, -0.4], [0.0, 0.2, -0.1]]
}